DFT (ωB97M-V with the def2-TZVPD basis set) results for a 13-piece molecular cluster, C19H51NO15 overall in a non-equilibrium geometry.

```
86
Properties=species:S:1:pos:R:3:forces:R:3:mulliken_charge:R:1
O 2.260611 6.504982 -1.318656 -0.6721 0.1263 0.5683 -0.388
C 2.606409 5.735607 -0.529916 0.9171 -0.7556 -1.0336 0.734
N 3.044069 4.810912 0.162439 0.1024 1.2390 -0.1969 -0.424
C 4.386888 4.959663 0.598071 -0.0282 -0.4624 0.6759 0.429
C 4.769708 4.487347 1.782272 0.1224 0.0700 0.1452 -0.425
C 6.178505 4.629375 2.242321 0.2668 0.0400 0.0990 0.145
O 6.639684 3.921815 3.107700 -0.1376 0.0206 0.1682 -0.515
C 7.017593 5.685777 1.595135 -0.4122 0.1242 -0.1719 -0.342
C 6.645108 6.149024 0.408667 -0.2220 -0.2720 0.2068 -0.491
C 5.431007 5.594912 -0.265198 0.3447 0.5432 -0.4888 0.466
O 5.320772 5.692506 -1.465516 -0.4480 -0.0298 0.0291 -0.522
H 4.066863 4.001551 2.445558 0.0984 -0.1864 -0.0274 0.483
H 7.899836 6.058149 2.097224 0.0521 -0.2807 0.1344 0.419
H 7.205865 6.898193 -0.132907 -0.0186 -0.0856 -0.1646 0.427
C 1.592809 1.128759 -1.258855 0.0001 0.4588 -0.0476 -0.111
O 1.753916 2.046028 -0.170273 -0.1097 -0.2561 0.0579 -0.478
H 1.494392 0.131396 -0.847735 0.0352 0.0213 0.0351 -0.046
H 0.690811 1.374240 -1.826393 0.0146 -0.1230 -0.0760 0.094
H 2.465454 1.168834 -1.915744 -0.0497 -0.1515 -0.0705 0.331
H 1.840727 2.927466 -0.539398 0.1152 0.0308 0.1023 0.229
C -2.318752 0.960707 -0.502878 -0.0156 -0.1789 -0.3611 -0.764
O -1.684919 -0.097837 -1.229426 0.0402 0.0425 0.0773 -0.153
H -1.639117 1.301542 0.271417 0.0547 -0.0838 -0.0050 0.314
H -2.545286 1.793307 -1.174838 -0.0793 0.0696 0.1168 0.219
H -3.239162 0.601962 -0.037165 -0.0226 0.1740 0.0894 0.351
H -2.307211 -0.387206 -1.903598 -0.0464 -0.1402 0.1227 0.048
C -2.043352 2.719062 -4.304978 -0.1011 -0.2020 -0.0630 -0.599
O -3.377139 2.417615 -3.878356 -0.0214 0.0853 -0.1753 -0.539
H -1.695707 3.571680 -3.728529 -0.0573 0.0009 0.0386 0.234
H -1.380213 1.870566 -4.123387 0.0786 0.0654 0.0148 0.234
H -2.025585 2.973263 -5.367533 0.0848 0.0423 0.0130 0.367
H -3.678321 1.660430 -4.389719 -0.0116 -0.0391 0.0617 0.271
C 2.428431 -2.536437 -2.619027 0.0417 0.0807 -0.2910 -0.295
O 2.768145 -1.512853 -3.557076 -0.0063 0.0150 0.1049 -0.514
H 2.689998 -2.186437 -1.624692 -0.0138 0.0521 -0.0412 -0.016
H 1.354166 -2.740154 -2.654733 0.0146 -0.0971 0.1117 0.185
H 2.987593 -3.450873 -2.836211 -0.0729 -0.0639 0.0875 0.349
H 2.533582 -1.830157 -4.432584 0.0287 0.0316 -0.0170 0.281
C 3.176947 -0.977071 1.611983 -0.2777 -0.0982 0.0261 -0.325
O 2.351195 -1.471441 0.560999 0.1016 -0.0418 0.1297 -0.329
H 4.093418 -0.596260 1.168441 -0.0286 0.0088 -0.0581 0.262
H 2.670019 -0.166721 2.141810 0.1311 0.0634 0.0290 0.292
H 3.422174 -1.776815 2.314477 0.0752 0.0402 0.0161 -0.067
H 1.544207 -1.805695 0.963387 -0.0121 -0.0496 -0.0655 0.197
C -2.933474 -3.421082 -0.195314 0.1334 0.2457 0.2169 -0.021
O -2.714439 -2.499948 0.867753 -0.0546 -0.1245 0.1143 -0.508
H -2.955484 -4.424999 0.227566 0.0280 0.0240 0.0623 -0.028
H -3.881972 -3.217759 -0.686213 0.0185 -0.1628 -0.1251 0.051
H -2.118680 -3.351988 -0.920676 -0.1073 -0.1201 -0.1333 0.189
H -2.688330 -1.618915 0.478081 0.1686 -0.0119 -0.0314 0.277
C -3.801583 3.119749 2.596938 0.1523 -0.1919 0.1270 -0.588
O -3.343347 1.808103 2.284786 -0.0902 0.1530 0.0438 -0.411
H -4.403901 3.469720 1.762234 0.0053 -0.0402 -0.0268 0.222
H -4.416550 3.111443 3.500473 -0.0387 0.1073 -0.0231 0.261
H -2.958775 3.801427 2.738360 -0.0694 0.0893 -0.0061 0.271
H -2.811145 1.503418 3.025036 0.0047 -0.0831 -0.0390 0.264
C -1.569005 -6.890750 1.882690 0.1105 0.3329 -0.0159 -0.572
O -1.353881 -5.958479 2.939512 0.1445 0.0004 0.1374 -0.483
H -1.586432 -7.891417 2.306178 0.0087 0.0342 0.0826 0.272
H -2.524374 -6.692700 1.391530 0.0120 -0.1127 -0.0649 0.212
H -0.756909 -6.822902 1.154801 -0.0780 -0.1404 -0.0988 0.258
H -1.341534 -5.076358 2.552890 -0.1020 0.0205 0.0415 0.305
C 0.304851 -6.016163 6.585742 -0.0513 0.0313 -0.2407 -0.556
O 0.501175 -4.989524 5.621658 0.1569 -0.0076 -0.0514 -0.464
H 0.674077 -5.651867 7.541463 0.0159 0.0399 -0.0173 0.235
H -0.756719 -6.257296 6.682591 0.0227 -0.0651 0.0747 0.250
H 0.858398 -6.918457 6.311779 -0.0277 -0.0489 0.1026 0.260
H 0.170280 -5.319487 4.779460 -0.2101 -0.0186 -0.0268 0.270
C 3.934086 -4.168356 3.764021 -0.2922 -0.0865 0.0465 -0.650
O 3.104662 -4.674880 2.723798 0.0862 0.0387 -0.0485 -0.480
H 4.850255 -3.789406 3.317422 -0.0275 -0.0277 -0.0972 0.282
H 3.427643 -3.354012 4.288665 0.1289 0.0084 0.1077 0.258
H 4.186567 -4.956770 4.477353 0.0645 0.0725 0.0587 0.282
H 2.300159 -5.004413 3.134552 0.0032 -0.0024 0.0134 0.282
C -5.429199 -1.237847 -2.436268 0.1624 0.0696 -0.1611 -0.629
O -4.113700 -1.792590 -2.516421 -0.0221 0.3082 -0.0935 -0.429
H -5.907938 -1.644383 -1.549215 0.0532 -0.0274 0.0182 0.260
H -5.385628 -0.149084 -2.351389 -0.0971 -0.0002 0.0513 0.253
H -6.015339 -1.510052 -3.316612 -0.0826 0.0081 0.0533 0.321
H -3.701215 -1.431562 -3.306941 -0.0287 -0.1752 -0.0970 0.244
C -5.551584 4.930165 -6.136649 0.1410 -0.1989 0.1082 -0.532
O -5.092620 3.620708 -6.450796 -0.0343 0.0219 -0.1067 -0.510
H -6.150834 5.282467 -6.972506 0.0059 -0.0354 -0.0266 0.231
H -6.170207 4.918588 -5.235644 -0.0207 0.1087 -0.0103 0.244
H -4.709772 5.612216 -5.991011 -0.0705 0.0888 0.0099 0.238
H -4.563723 3.314736 -5.708259 0.0219 0.0293 0.1639 0.352
```
Positions in Å, forces in eV/Å.

The value obtained for the gap between HOMO and LUMO is 8.214 eV. The spin multiplicity is 1. For the LUMO energy, the calculation gives -1.4 eV. The value obtained for the maximum force is 1.57 eV/Å. The calculation puts the total energy at -1937.628368 a.u.